77
Properties=species:S:1:pos:R:3 method="wB97M-V/def2-TZVPD" e_above_lowest_kj_mol=149.5 e_homo_ev=-19.8399 lumo_ev=-13.894 homo_lumo_gap_ev=5.9 total_charge=+4
C 2.28388 3.83364 -0.90687
C 1.30852 3.05088 -1.56682
C 1.30723 3.03634 -2.97954
C 2.26774 3.81159 -3.64434
N 3.20767 4.52312 -3.00261
C 3.19220 4.57871 -1.66418
C 0.32549 2.46943 -0.74821
C -0.45955 2.50679 0.23470
C -1.81774 2.47322 0.69315
C -2.25202 1.21301 1.28661
C -3.62952 0.84066 1.27608
C -4.45583 1.67501 0.57763
C -4.16886 3.01114 0.23884
C -2.81802 3.41617 0.34359
Hf -0.76389 0.08188 0.32455
P 1.76726 -0.57374 -0.52533
H 0.59930 2.43970 -3.55164
H 2.33651 3.86661 0.17838
H 2.29918 3.83000 -4.74330
H 3.94370 5.20464 -1.16457
H -2.49203 4.40643 0.00987
H -1.76513 0.45355 2.01296
H -4.95545 3.70419 -0.08599
H -3.89514 -0.13782 1.67556
C 2.54214 -2.23080 -0.22640
C 3.72304 -2.72042 -1.07412
H 1.71735 -2.95544 -0.28396
H 2.84695 -2.22548 0.82972
H 3.96083 -3.74788 -0.76555
H 3.49422 -2.75802 -2.14768
H 4.65510 -2.15976 -0.90635
C 2.01945 -0.27057 -2.32034
C 3.38760 0.21998 -2.75641
H 1.26025 0.45834 -2.63596
H 1.76038 -1.18839 -2.85971
H 3.39816 0.36528 -3.84287
H 3.62254 1.19073 -2.31255
H 4.19857 -0.48569 -2.55299
C 2.91408 0.49330 0.45059
C 4.39786 0.12249 0.49374
H 2.51159 0.48293 1.47941
H 2.77495 1.52674 0.10300
H 4.92940 0.88790 1.07270
H 4.55944 -0.83394 1.00697
H 4.88203 0.11214 -0.49253
Br -6.18981 0.75236 0.06315
P -1.67909 -1.60416 -1.63234
C -0.59853 -2.55469 -2.76853
C -1.18198 -3.81717 -3.38333
H 0.30458 -2.80491 -2.19112
H -0.26173 -1.86660 -3.55311
H -0.45210 -4.26655 -4.06506
H -1.41773 -4.57699 -2.63369
H -2.08782 -3.62043 -3.96359
C -2.81002 -2.83108 -0.84043
C -4.14263 -3.14075 -1.53540
H -2.99669 -2.42918 0.17387
H -2.20512 -3.74629 -0.71554
H -4.68611 -3.83987 -0.87905
H -4.77537 -2.24464 -1.66087
H -3.99502 -3.63413 -2.51300
C -2.79022 -0.44861 -2.52149
C -3.24519 -0.93403 -3.89203
H -2.24458 0.50718 -2.60241
H -3.64951 -0.25254 -1.85764
H -3.84188 -0.13753 -4.35271
H -2.40373 -1.15073 -4.56064
H -3.87556 -1.82873 -3.81908
C -0.19295 -1.36561 4.40970
C -0.16530 -0.27499 3.42272
N -0.30152 1.00404 3.79015
O -0.07749 -0.56630 2.14671
H -0.26641 -0.96056 5.41454
H 0.68791 -2.01234 4.35723
H -1.10422 -1.95592 4.29575
H -0.58530 1.72949 3.11326
H -0.08932 1.26732 4.74736

8
Properties=species:S:1:pos:R:3 method="wB97M-V/def2-TZVPD" spin_multiplicity=3 e_above_lowest_kj_mol=104.8 e_homo_ev="-6.3443 / -9.9091" lumo_ev="1.028 / -1.637" homo_lumo_gap_ev="7.4 / 8.3"
C -0.00562 0.71047 -0.04772
C -0.29937 -0.71363 0.19116
P -2.22385 -0.11538 0.42998
Cl -2.11198 0.18673 2.38109
H 0.26893 1.32696 0.89949
H 0.27861 1.16068 -0.98970
H -0.05369 -1.24640 -0.62017
H 0.14512 -1.20544 1.08540